Entry 1:
A 6-piece molecular cluster, C17H48BF7N4O7S overall, computed with the ωB97M-V functional and the def2-TZVPD basis.

Summary:
**HOMO-LUMO gap (alpha / beta)**: 2.88 / 6.69 eV
**Total charge**: +1
**ΔE to the lowest compared entry with this formula, charge and spin**: 48.5 kJ/mol
**2S+1**: 2
**Calculated total energy**: -2544.0556 Eh
**F_max**: 4.7 eV/A

Positions of all 85 atoms, in Å:
B  -0.609  0.478  -0.573
F  -1.724  0.448  0.168
F  -0.293  1.820  -0.906
F  0.550  -0.109  0.049
F  -1.002  -0.245  -1.670
C  0.851  -4.380  -1.877
C  0.855  -3.598  -3.209
C  -0.628  -3.451  -3.719
O  -0.727  -2.544  -4.835
C  -0.129  -3.204  -5.954
N  1.399  -2.168  -2.840
H  1.613  -1.682  -3.699
H  0.752  -1.531  -2.397
H  2.325  -2.204  -2.439
H  0.286  -5.311  -1.842
H  0.385  -3.833  -1.057
H  1.811  -4.720  -1.487
H  1.525  -4.020  -3.958
H  -1.225  -2.992  -2.931
H  -1.257  -4.315  -3.933
H  -0.136  -2.774  -6.956
H  -0.313  -4.278  -5.966
H  0.940  -3.051  -5.807
C  4.197  1.532  -1.714
C  2.949  2.078  -1.097
C  3.157  3.163  -0.041
O  1.888  3.409  0.572
C  2.011  4.461  1.541
N  2.009  2.559  -2.230
H  2.204  3.469  -2.621
H  2.001  1.942  -3.031
H  1.098  2.405  -1.824
H  4.126  0.672  -2.380
H  4.838  1.270  -0.873
H  4.602  2.309  -2.363
H  2.324  1.285  -0.685
H  3.634  4.019  -0.519
H  3.665  2.789  0.848
H  2.740  4.329  2.340
H  1.016  4.526  1.981
H  2.017  5.411  1.005
C  -3.212  3.655  -1.234
C  -3.120  3.664  0.299
C  -4.071  2.640  0.961
O  -3.946  2.456  2.369
C  -4.622  1.346  2.872
N  -1.652  3.368  0.843
H  -1.222  2.559  0.418
H  -1.098  4.177  0.601
H  -1.589  3.216  1.839
H  -4.186  3.637  -1.724
H  -2.723  2.731  -1.544
H  -2.648  4.485  -1.659
H  -3.397  4.599  0.786
H  -4.003  1.692  0.428
H  -5.102  2.969  0.825
H  -4.841  1.397  3.938
H  -4.073  0.413  2.743
H  -5.623  1.256  2.451
C  2.595  0.724  3.621
C  1.845  -0.435  2.973
C  2.325  -1.884  3.317
O  1.623  -2.946  2.794
C  1.792  -3.078  1.372
N  0.317  -0.375  3.229
H  0.084  -0.845  4.092
H  -0.048  0.565  3.281
H  -0.340  -0.753  2.562
H  3.657  0.696  3.376
H  2.463  0.694  4.702
H  2.362  1.745  3.319
H  2.059  -0.243  1.922
H  2.232  -1.988  4.398
H  3.414  -1.870  3.272
H  1.407  -4.033  1.014
H  2.873  -3.149  1.257
H  1.332  -2.303  0.758
C  -3.645  -2.710  0.770
F  -4.412  -1.659  0.887
F  -4.253  -3.664  0.038
F  -2.562  -2.351  0.101
S  -3.020  -3.458  2.406
O  -2.439  -4.748  2.042
O  -2.044  -2.530  2.928
O  -4.215  -3.627  3.289

***

Entry 2:
A 2-piece molecular cluster, C4H7O2S overall, computed with the ωB97M-V functional and the def2-TZVPD basis.

Summary:
**HOMO-LUMO gap**: 4.22 eV
**Total charge**: -1
**ΔE to the lowest compared entry with this formula, charge and spin**: 388.5 kJ/mol
**Calculated total energy**: -705.1925 Eh
**F_max**: 3.4 eV/A

Positions of all 14 atoms, in Å:
O  1.792  1.326  0.086
C  2.117  0.070  0.264
O  3.187  -0.419  0.644
C  0.931  -0.875  -0.074
C  -0.285  -0.172  -0.563
C  -0.998  0.822  0.317
S  -4.023  -0.276  0.313
H  0.783  -1.558  0.748
H  1.419  -1.540  -0.818
H  0.192  0.256  -1.525
H  -1.060  -0.850  -1.016
H  -1.064  1.798  -0.102
H  -2.137  0.641  0.384
H  -0.855  0.778  1.341

***

Entry 3:
One molecule with the formula C6H9NO, computed with the ωB97M-V functional and the def2-TZVPD basis.

Summary:
**HOMO-LUMO gap (alpha / beta)**: 6.04 / 6.85 eV
**Total charge**: 0
**ΔE to the lowest compared entry with this formula, charge and spin**: 446.4 kJ/mol
**Calculated total energy**: -363.8542 Eh
**F_max**: 3.7 eV/A

Positions of all 17 atoms, in Å:
C  1.198  0.239  0.745
C  1.994  1.334  0.912
C  -0.737  -0.957  0.167
C  0.214  -1.763  1.060
C  0.034  0.231  -0.158
C  -1.329  1.040  -1.808
N  1.251  -0.888  1.428
O  -0.141  1.163  -1.033
H  1.789  2.347  0.615
H  2.762  1.319  1.642
H  -1.221  -1.528  -0.620
H  -1.584  -0.727  0.830
H  -0.149  -2.280  2.024
H  0.668  -2.403  0.289
H  -1.443  1.917  -2.455
H  -2.170  0.762  -1.262
H  -1.135  0.194  -2.377